39
Properties=species:S:1:pos:R:3:mulliken_charge:R:1 method="wB97M-V/def2-TZVPD" homo_ev="1.80 / -2.25" multiplicity=5 total_energy_ha=-5647.72609 total_charge=-2 s2=6.038 e_above_lowest_kcal_mol=46.9 orbital_gap_ha="0.0944 / 0.1697"
N 6.08 -12.34 1.09 -0.434
H 3.18 -13.81 -0.29 0.340
S 9.53 -15.22 2.90 1.128
Rh 7.16 -13.83 1.99 0.788
H 4.46 -15.85 -0.15 0.343
S 7.82 -10.39 6.50 -0.333
C 4.28 -13.68 -0.09 -0.561
H 4.11 -12.46 1.80 0.250
C 4.59 -12.48 0.84 -0.581
H 6.81 -14.89 -0.39 0.316
S 4.96 -12.59 4.36 -0.288
O 8.39 -15.67 2.10 -0.588
O 8.19 -14.65 -1.21 -0.991
C 12.14 -15.39 1.78 -0.550
As 6.80 -10.81 4.74 0.335
H 4.29 -11.53 0.40 0.352
C 10.81 -15.06 1.55 -0.048
C 10.54 -14.83 0.17 -0.093
S 5.36 -9.23 4.78 -0.548
H 10.89 -15.40 -1.84 0.205
N 6.26 -15.05 0.47 -0.159
H 6.51 -15.96 0.88 0.302
H 4.44 -15.25 1.47 0.366
O 10.10 -16.17 3.84 -0.668
H 13.93 -16.37 1.08 0.243
C 12.96 -15.91 0.79 -0.337
C 12.51 -16.05 -0.52 -0.562
O 8.62 -13.04 0.67 -0.931
H 6.28 -11.58 1.76 0.302
H 13.04 -16.65 -1.32 0.299
H 12.41 -15.30 2.83 0.296
C 4.82 -14.98 0.46 -0.602
O 9.21 -13.86 3.39 -0.617
O 9.94 -13.02 -1.39 -0.711
S 9.21 -13.83 -0.46 1.577
H 4.66 -13.49 -1.10 0.289
S 5.82 -14.21 3.62 -0.169
H 6.71 -12.12 0.31 0.397
C 11.26 -15.44 -0.78 -0.359

=====

34
Properties=species:S:1:pos:R:3:mulliken_charge:R:1 method="wB97M-V/def2-TZVPD" homo_ev=-13.16 total_energy_ha=-6539.37547 total_charge=+1 orbital_gap_ha=0.1760
Br 4.40 1.60 1.21 -0.076
C -3.11 0.67 1.11 -0.551
H -2.27 -1.03 2.41 0.324
F 2.48 3.73 0.95 -0.218
H -0.01 -0.56 1.71 -1.246
C -0.79 -0.51 0.82 0.762
N 1.23 -2.29 0.58 -0.420
O -3.05 0.55 -1.57 -0.422
C 2.08 1.92 -0.74 0.223
H 3.06 -0.10 -0.73 0.577
P -0.12 -1.75 -0.48 -0.262
H 0.36 -2.72 -1.48 0.310
C -3.80 0.71 -0.34 0.430
H -2.42 1.59 1.19 0.377
H -3.87 0.75 1.98 0.320
C 1.67 -3.46 0.10 0.522
H -2.28 1.16 -1.51 0.331
Br 2.34 2.31 -2.68 -0.005
O -5.07 0.89 -0.36 -0.513
C 0.90 -0.37 -1.32 -0.860
H -2.80 -1.61 0.69 0.416
F 4.02 3.52 -0.75 -0.226
H 1.87 0.24 0.72 0.217
F 0.77 2.47 -0.37 -0.306
H 0.13 0.40 -1.73 0.286
C 2.03 0.32 -0.41 -0.500
C -2.32 -0.75 1.29 -0.216
H 1.44 -0.83 -2.24 0.489
Pt 0.92 -1.18 2.90 0.666
O 1.98 -4.65 -0.16 -0.423
H -0.97 -2.76 0.15 0.243
H -0.74 0.54 0.31 -0.109
C 3.18 2.73 0.14 0.553
H -1.24 -1.50 -1.39 0.302

=====

31
Properties=species:S:1:pos:R:3:mulliken_charge:R:1 method="wB97M-V/def2-TZVPD" homo_ev=-11.44 total_energy_ha=-2268.87572 total_charge=+1 orbital_gap_ha=0.2371
H -2.06 -1.73 -0.39 0.025
H 0.02 3.42 1.70 0.313
F -2.20 2.75 0.20 -0.480
O 0.58 0.04 -1.53 -0.419
H 1.71 1.42 1.22 0.409
H 1.79 -3.54 1.97 0.282
H 2.32 1.38 -0.49 0.329
Li -3.25 2.01 1.84 0.949
P -1.79 -1.60 -1.78 0.181
H 1.10 3.36 0.21 0.335
H -0.30 4.41 0.27 0.423
H -3.03 -1.19 -2.35 0.119
C 0.07 3.42 0.60 -1.368
H -0.52 1.00 1.56 0.911
C -0.82 2.37 -0.07 0.509
H 2.61 0.03 0.67 0.371
H -0.72 2.37 -1.17 0.217
C 1.90 0.78 0.33 -1.605
Cl 2.60 -2.07 -0.93 -0.120
C 0.54 0.13 -0.10 1.847
C 1.36 -2.27 0.29 0.400
C 1.31 -3.63 0.98 -1.294
Cl -0.65 -1.65 1.89 -0.150
H -1.64 0.40 0.33 0.552
C -0.63 -0.17 -2.15 0.590
O -0.95 0.57 -3.00 -0.421
C -0.67 0.92 0.46 -1.832
S -1.27 -3.28 -2.59 -0.327
C 0.52 -1.28 0.59 -0.524
H 1.82 -4.39 0.37 0.393
H 0.26 -3.97 1.05 0.387

=====

26
Properties=species:S:1:pos:R:3:mulliken_charge:R:1 method="wB97M-V/def2-TZVPD" homo_ev=-12.32 total_energy_ha=-1326.18027 total_charge=+1 e_above_lowest_kcal_mol=0.0 orbital_gap_ha=0.3189
H -4.16 -0.79 -0.34 0.314
H 3.95 -0.57 1.11 0.363
H 3.15 -1.91 0.31 0.340
C -0.08 -1.18 1.70 -0.679
C -2.44 0.36 -1.00 -0.686
C -1.60 0.14 0.21 0.347
H 1.81 -1.13 2.61 0.426
C 1.92 -0.20 0.65 0.485
C 3.24 -0.82 0.32 -1.364
C 1.38 0.83 0.02 -0.201
H 2.78 2.11 -0.85 0.362
Cl -1.63 1.44 1.38 -0.131
N 2.03 1.48 -1.15 -0.222
H -4.50 0.35 -1.64 0.379
H 2.44 0.76 -1.76 0.385
C 1.21 -0.85 1.76 -0.445
C -0.92 -0.96 0.52 -0.011
H -0.52 -1.74 2.52 0.497
H -2.27 1.37 -1.37 0.252
H 3.67 -0.50 -0.63 0.366
H 0.49 1.33 0.35 0.403
Cl -0.92 -2.33 -0.56 -0.161
H -4.28 0.94 0.00 0.337
C -3.94 0.20 -0.72 -1.213
H -2.14 -0.35 -1.77 0.478
H 1.33 2.02 -1.68 0.381

=====

28
Properties=species:S:1:pos:R:3:mulliken_charge:R:1 method="wB97M-V/def2-TZVPD" smiles="CCN([NH3+])[C@@]1(Cl)N=CC=C(C)[C@H]1C#N" homo_ev=-13.39 total_energy_ha=-1030.22671 total_charge=+1 e_above_lowest_kcal_mol=17.1 orbital_gap_ha=0.3629
N 1.57 -0.65 1.67 -0.137
C 0.61 -0.26 -0.45 0.034
C -1.14 1.09 -2.34 -0.604
H 1.02 -2.94 0.67 0.315
H 0.42 3.78 -1.73 0.336
C -1.08 -0.34 -2.27 -0.383
H -0.55 -2.50 -0.02 0.409
H 1.58 -1.36 2.41 0.317
H 1.34 1.77 -0.38 0.358
C -0.48 1.86 -1.47 0.438
H -0.81 3.71 -0.47 0.368
H 0.05 -2.68 2.99 0.418
C -0.60 -2.69 2.12 -1.174
H -1.69 -0.91 -2.97 0.461
H -1.28 3.70 -2.18 0.412
N -0.39 -1.06 -1.49 -0.622
C 0.12 -2.34 0.82 -0.562
N -0.71 1.72 1.94 -0.446
H 1.49 0.29 2.10 0.325
C -0.54 3.35 -1.46 -1.570
H -1.42 -1.99 2.28 0.324
Cl 2.29 -0.60 -1.13 -0.129
H 2.44 -0.70 1.07 0.382
H -1.02 -3.69 2.03 0.392
C -0.26 1.54 0.91 -0.032
H -1.76 1.54 -3.10 0.409
C 0.37 1.25 -0.37 0.928
N 0.44 -0.91 0.81 0.034

=====

26
Properties=species:S:1:pos:R:3:mulliken_charge:R:1 method="wB97M-V/def2-TZVPD" smiles=CCN[Si@](C)(Cl)c1ccccc1 homo_ev=-8.85 total_energy_ha=-1155.80253 e_above_lowest_kcal_mol=0.0 orbital_gap_ha=0.3537
H -3.35 -0.39 -0.08 0.437
C 2.19 -2.39 1.61 -0.390
H -2.42 -1.23 -1.21 0.351
H 0.97 -1.15 2.61 0.202
H 0.13 -1.72 -1.57 0.257
C 0.33 -1.40 0.43 0.392
H -1.14 4.38 -1.27 0.419
N -0.10 1.56 0.09 -0.203
C 0.76 -2.04 -0.72 -0.277
H -0.32 3.10 -2.00 0.400
C -0.42 3.61 -1.15 -1.395
H 0.88 1.51 -0.11 0.303
Si -0.98 0.02 0.48 0.534
C -2.51 -0.27 -0.63 -1.181
H -2.69 0.65 -1.35 0.263
C -1.02 2.73 -0.07 -0.345
H 3.43 -3.82 0.25 0.271
C 1.07 -1.59 1.60 -0.298
H -1.04 3.12 1.06 0.226
Cl -1.64 0.13 2.47 -0.353
H 2.10 -3.14 -1.64 0.396
H 2.87 -2.43 2.59 0.205
H -2.04 2.47 -0.24 0.357
H 0.48 4.21 -0.93 0.319
C 2.57 -3.11 0.46 -0.386
C 1.88 -2.83 -0.69 -0.504

=====

| no. | F_max (eV/Å) |
| --- | --- |
| 1 | 5.23 |
| 2 | 8.78 |
| 3 | 2.44 |
| 4 | 0.65 |
| 5 | 3.72 |
| 6 | 5.52 |